# 1
C6H9N | wB97M-V/def2-TZVPD

Calculated values
* SMILES: C[C@@H]1[C@H](C)[C@@H]1C#N
* energy above the lowest of the compared OMol25 structures with the same formula, charge and spin: 107.6 kcal/mol
* Kohn-Sham gap: 9.7504 eV
* LUMO energy: 0.793 eV

Each line ends with the Löwdin charge.
Element x y z (Å)
C: 0.2585 -0.1638 -1.5846  -0.09
C: -0.5969 -0.7937 -0.4009  -0.29
C: -0.7020 -0.0477 0.8947  -0.24
C: -0.5378 1.4464 0.9340  -0.05
C: 0.4206 -1.0234 0.6738  -0.20
C: 1.6651 -0.5740 0.0837  -0.28
N: 2.7931 -0.3617 -0.0747  0.17
H: 0.7852 -0.8894 -2.2531  0.10
H: -0.9729 0.0938 -1.5690  0.14
H: 0.7247 0.8166 -1.7030  0.07
H: -1.3294 -1.5879 -0.6306  0.15
H: -1.4284 -0.4350 1.6186  0.15
H: 0.1389 1.7828 0.1455  0.07
H: -1.5092 1.9301 0.7825  0.08
H: -0.1270 1.7721 1.8911  0.08
H: 0.4174 -1.9654 1.1919  0.14

***

# 2
C6H9N | wB97M-V/def2-TZVPD

Calculated values
* energy above the lowest of the compared OMol25 structures with the same formula, charge and spin: 117.7 kcal/mol
* Kohn-Sham gap: 10.1127 eV
* LUMO energy: 1.092 eV

Each line ends with the Löwdin charge.
Element x y z (Å)
C: -1.6872 0.8893 -0.5837  -0.04
C: -0.3989 0.1897 -0.2290  -0.41
C: 0.6631 -0.3012 -1.1987  -0.10
C: 0.0002 -1.2531 -0.2904  -0.06
C: 0.7941 -0.8565 1.3920  -0.13
N: 1.6852 0.2291 1.2357  0.01
C: 0.2330 0.4810 1.1564  -0.21
H: -2.4478 0.7366 0.1956  0.08
H: -2.0938 0.5233 -1.5302  0.08
H: -1.5297 1.9722 -0.6748  0.08
H: 0.6808 -0.2057 -2.2806  0.11
H: 1.7897 -0.0062 -0.9050  0.11
H: -0.5128 -2.2072 -0.4868  0.12
H: 0.8869 -1.6402 2.1524  0.12
H: 2.1529 0.2387 0.2132  0.11
H: -0.2157 1.2101 1.8337  0.13

***

# 3
C6H9N | wB97M-V/def2-TZVPD

Calculated values
* energy above the lowest of the compared OMol25 structures with the same formula, charge and spin: 158.6 kcal/mol
* Kohn-Sham gap: 5.9139 eV
* LUMO energy: -0.802 eV

Each line ends with the Löwdin charge.
Element x y z (Å)
C: 2.6139 -0.4121 0.0634  -0.06
C: 1.1070 -0.0419 -0.1033  -0.27
C: 0.6463 1.0628 -0.9392  0.04
N: -0.9451 0.9689 -0.9593  0.01
C: -1.3459 -0.1971 -0.0818  -0.46
C: -0.0075 -0.7393 0.4411  0.02
C: -2.6362 -0.0230 0.5025  0.03
H: 2.8993 -0.5427 1.1607  0.09
H: 3.2157 0.3246 -0.4353  0.06
H: 2.7958 -1.3841 -0.3896  0.06
H: 0.8835 1.7860 -1.6668  0.07
H: -1.2709 1.7395 -0.3417  0.11
H: 0.0958 -1.1923 1.4260  0.11
H: -2.6318 -0.0308 1.5681  0.04
H: -3.5654 -0.2240 0.1190  0.02
H: -1.8545 -1.0946 -0.3638  0.14

***

# 4
C6H9N | wB97M-V/def2-TZVPD

Calculated values
* SMILES: Cc1ccc(C)[nH]1
* energy above the lowest of the compared OMol25 structures with the same formula, charge and spin: 16.8 kcal/mol
* Kohn-Sham gap: 9.0157 eV
* LUMO energy: 1.070 eV

Each line ends with the Löwdin charge.
Element x y z (Å)
C: 0.9477 0.2355 -2.3703  -0.05
C: 0.4424 -0.1785 -1.0206  -0.33
C: 0.5153 -1.3821 -0.3935  -0.05
C: -0.1127 -1.2539 0.8976  -0.05
C: -0.4804 0.0421 1.0378  -0.35
C: -0.9400 0.8627 2.2015  -0.04
N: -0.1800 0.7361 -0.1470  0.06
H: 1.2738 1.2809 -2.3686  0.07
H: 1.8099 -0.3826 -2.6444  0.08
H: 0.1932 0.1216 -3.1588  0.07
H: 0.9756 -2.2788 -0.7915  0.10
H: -0.2367 -2.0301 1.6378  0.10
H: -1.4123 1.8022 1.8861  0.08
H: -1.6272 0.3257 2.8571  0.07
H: -0.0616 1.1434 2.7952  0.08
H: -1.1339 0.9881 -0.4029  0.16